Entry 1:
An isolated molecule of C22H22N4O4S at a distorted geometry. Source: the OMol25 dataset; level of theory: ωB97M-V/def2-TZVPD.

Values from the calculation:
Charge: 0
Largest force on an atom: 1.60 eV/Å
HOMO level: -8.3 eV
SMILES: COc1ccc(Cc2nnc(NC(=O)[C@H]3CC(=O)N(c4ccccc4)C3)s2)cc1OC
Energy relative to the best compared isomer or geometry (same formula, charge and spin): 60.37 kcal/mol
Frontier orbital gap: 8.62 eV

Structure (XYZ):
```
53
Properties=species:S:1:pos:R:3:forces:R:3
S -1.4871 -0.3076 -1.8446 0.294 0.495 0.720
O -2.0466 2.3308 5.9156 -0.063 0.129 0.228
O 2.2943 -3.3429 -5.7364 -0.377 0.330 0.006
O -0.1626 -2.0440 -6.5582 0.059 0.225 0.322
O -3.4655 -1.2232 2.5513 -0.117 -0.120 0.135
N -0.0559 1.5245 -0.7908 0.939 0.857 -0.960
N -2.3682 -0.6438 0.7021 -0.445 -0.700 -0.184
N -0.6130 1.2918 4.4419 0.157 -0.045 -0.267
N -0.7447 1.0174 0.2238 -0.723 -0.587 1.300
C 2.0764 -0.4440 -3.4603 -0.069 0.039 -0.066
C 1.8569 -2.1987 -5.1168 -0.032 -0.126 -0.130
C -1.5411 0.0631 -0.1186 0.342 0.163 -1.256
C 2.5432 -1.5945 -4.0701 0.040 -0.078 -0.011
C 0.3540 1.3686 -3.2077 0.058 -0.082 -0.229
C -1.8306 1.6894 4.9156 -0.522 0.017 -0.127
C 3.1202 2.0248 6.2049 0.110 -0.020 0.036
C -0.2935 0.9900 -1.9282 -0.535 -0.475 -0.025
C -0.7153 0.4722 3.2499 0.115 -0.160 -0.266
C 2.0287 2.8128 6.5284 0.054 -0.051 -0.051
C -2.8922 1.1640 3.9644 -0.053 -0.062 -0.033
C 2.9632 0.9923 5.2977 0.078 0.028 0.029
C 0.1727 -3.1474 -7.3696 0.003 -0.388 -0.367
C -2.7189 -0.4362 2.0241 0.122 0.293 0.065
C 0.6306 1.5377 5.0415 0.280 0.070 0.239
C -2.1256 0.7707 2.7073 -0.140 0.072 0.382
C 0.2048 -0.4550 -4.9317 0.181 -0.154 -0.015
C 0.7942 2.5794 5.9533 -0.134 0.134 0.070
C 1.7317 0.7456 4.7186 -0.150 -0.033 -0.054
C 3.5059 -3.9198 -5.3186 0.199 -0.102 0.068
C 0.8983 0.1411 -3.8928 0.128 0.029 -0.151
C 0.6559 -1.6120 -5.5606 -0.017 0.046 0.046
H 2.6346 -0.0051 -2.6475 0.075 0.050 0.102
H -0.6219 -0.5915 3.5064 0.054 0.034 -0.053
H 0.2315 -4.0725 -6.7931 -0.009 0.082 -0.075
H -3.6630 1.9131 3.7946 0.034 0.005 0.060
H 3.6462 -4.7899 -5.9587 0.049 0.047 0.079
H -0.6395 -3.2212 -8.0929 0.071 -0.011 0.036
H 2.1373 3.6230 7.2341 -0.008 0.071 0.052
H 1.6360 -0.0726 4.0226 -0.043 -0.068 -0.080
H -3.3645 0.2865 4.4143 0.025 0.065 0.023
H 4.0830 2.2124 6.6556 0.081 0.012 0.035
H 3.4639 -2.0267 -3.7134 0.087 -0.083 -0.011
H 1.1495 2.0794 -2.9786 -0.095 0.011 0.003
H 0.0523 0.7429 2.5227 -0.080 -0.080 0.106
H 3.8050 0.3674 5.0369 0.053 -0.047 -0.025
H -2.0658 1.5996 1.9994 0.045 -0.090 0.124
H 3.4610 -4.2449 -4.2742 0.013 0.030 -0.036
H -0.3820 1.8566 -3.8514 0.082 0.062 0.001
H 4.3484 -3.2338 -5.4527 -0.033 -0.023 0.024
H -2.8289 -1.4440 0.2820 0.055 0.130 0.235
H -0.0481 3.1960 6.2159 -0.033 0.003 -0.004
H -0.7199 -0.0331 -5.2946 -0.128 0.079 -0.083
H 1.1155 -2.9895 -7.8972 -0.079 -0.024 0.034
```
Forces are in eV/Å.

These are the natural (NBO) partial charges, in e, on atoms 1 to 5: 0.3125 -0.5986 -0.5216 -0.4959 -0.5731

Entry 2:
A structure of composition C22H22NOS at a distorted geometry. Source: the OMol25 dataset; level of theory: ωB97M-V/def2-TZVPD.

Values from the calculation:
Charge: +1
Largest force on an atom: 17.33 eV/Å
HOMO level: -10.7 eV
Frontier orbital gap: 6.74 eV

Structure (XYZ):
```
47
Properties=species:S:1:pos:R:3:forces:R:3
S -2.8948 0.8453 -1.4477 -0.340 0.710 -0.111
O 3.8053 0.5270 1.2325 -0.748 0.703 3.165
N 1.8832 0.5402 -0.5038 2.044 3.782 -0.200
C -6.6771 -0.1185 0.2130 3.843 8.591 -4.835
C 1.8448 1.9253 -0.1248 -14.430 -9.034 3.211
C -5.5746 0.6033 -0.4507 1.573 0.465 -2.114
C -4.1542 -1.3557 -0.4523 1.736 1.234 -1.242
C 6.0751 -0.6152 -1.2492 -1.635 -0.582 -3.447
C 3.2332 0.3490 -0.9784 1.996 -1.242 -4.131
C -5.1304 -1.9074 0.0872 -7.676 -9.811 5.101
C 5.5886 -0.0980 -0.0528 3.898 -2.682 3.100
C 4.2870 0.2806 0.1829 -3.761 1.226 -2.368
C -4.2981 -0.1525 -0.8751 -3.010 10.065 0.592
C -0.5229 1.2511 0.4325 0.110 4.868 4.867
C -2.7355 2.3749 -0.1514 9.109 -5.533 -1.120
C -0.3563 -0.0389 0.1469 6.156 -1.290 -3.315
C -7.6134 -2.0727 1.0158 2.629 -5.016 -6.614
C 7.3103 -1.1387 -1.5101 0.599 2.516 8.600
C 6.3104 -0.3719 1.2109 3.213 0.957 -0.041
C 0.5102 2.2266 0.6222 4.790 -7.131 -6.647
C 7.7176 -0.8385 1.0472 -11.434 1.482 -11.941
C -6.3359 -1.3524 0.3610 -4.926 -4.330 3.471
C -1.8423 1.7430 1.0706 -2.698 -0.714 1.206
C 0.9685 -0.4741 -0.4783 -5.074 13.538 7.507
C 8.1726 -1.0786 -0.3163 -1.664 -0.581 0.948
H 2.4469 2.6057 0.0347 7.430 5.613 0.382
H -7.2005 -3.0600 1.4035 -1.218 0.954 -0.358
H 5.4095 -0.7247 -2.1779 0.478 0.747 1.597
H -1.9429 2.5234 2.0161 1.380 -1.749 -2.535
H 3.6022 1.1350 -2.0041 -1.446 -2.541 3.353
H -5.6737 1.7576 -0.8637 0.201 -3.182 1.260
H -1.1779 -0.6245 0.1374 -2.160 -2.270 0.079
H -8.1128 -1.5620 1.6925 -1.877 2.652 3.324
H -8.4664 -2.2636 0.0598 2.611 0.225 2.822
H -5.2459 -3.1905 0.3701 1.123 3.910 -0.892
H -3.6286 2.3386 0.0559 -9.232 1.199 2.384
H 0.3779 3.1695 0.8150 -1.139 5.031 1.748
H -7.5386 0.5510 0.0963 -0.436 -1.287 1.232
H 5.9979 -0.0049 2.3227 0.312 -1.071 -3.233
H -3.3840 -1.8876 -0.5994 6.110 -3.597 -1.281
H 8.3475 -0.8491 1.6727 8.244 -0.364 9.158
H 3.1640 -0.7070 -1.3123 0.818 0.569 -0.702
H 7.6866 -1.4791 -2.3452 1.432 -1.595 -4.392
H -2.2566 3.0877 -0.7674 0.143 1.087 -0.091
H 9.2151 -1.3479 -0.3291 0.270 -0.118 -0.573
H 1.1155 -1.2433 -0.9313 2.157 -9.193 -4.971
H -2.3065 0.7225 1.6223 0.498 2.791 -1.950
```
Forces are in eV/Å.

These are the natural (NBO) partial charges, in e, on atoms 1 to 5: 0.0929 -0.5393 -0.2754 -0.2257 0.1228

Entry 3:
A structure of composition C22H23AsGaN2O3 at a distorted geometry. Source: the OMol25 dataset; level of theory: ωB97M-V/def2-TZVPD.

Values from the calculation:
Charge: +1
Largest force on an atom: 1.94 eV/Å
HOMO level: -10.2 eV
Energy relative to the best compared isomer or geometry (same formula, charge and spin): 14.94 kcal/mol
Frontier orbital gap: 8.02 eV

Structure (XYZ):
```
52
Properties=species:S:1:pos:R:3:forces:R:3
As -0.5546 -0.4145 -0.9041 0.325 -0.054 0.839
Ga 1.4890 -0.6658 1.5930 -1.882 0.327 -0.315
O 0.2256 -1.2595 2.5309 -0.357 -0.537 1.029
O 2.9423 -1.9520 1.6055 1.123 -0.202 0.198
O 0.9958 -0.4398 -0.1906 0.574 0.655 -0.540
N 2.9113 2.5735 3.6618 -0.044 -0.044 -0.157
N 2.1501 1.0557 2.2909 0.897 0.767 -0.244
C -1.4509 -2.0573 -0.4334 -0.117 0.049 -0.656
C -1.8348 -2.2233 0.8914 -0.257 0.423 0.133
C -1.7798 2.9984 1.2305 -0.052 -0.010 -0.061
C -3.6264 2.2872 -0.1358 0.013 0.028 0.018
C 2.7337 3.2077 2.4524 -0.047 -0.072 0.115
C -2.3560 -4.2160 -0.9822 -0.018 -0.045 0.065
C 2.5539 1.2929 3.5242 -0.067 -0.118 0.291
C 2.2608 2.2563 1.6129 0.207 0.108 -0.252
C 0.6287 1.1660 -2.9320 0.080 0.096 0.158
C -2.8630 1.2382 -0.6200 0.043 -0.093 -0.061
C -3.0844 3.1689 0.7913 0.050 -0.045 -0.012
C -1.0143 1.9467 0.7449 0.213 0.064 0.130
C -1.5529 1.0686 -0.1769 -0.171 -0.275 -0.258
C 0.5381 0.8120 -5.3064 -0.026 -0.036 0.057
C -1.7111 -3.0547 -1.3722 0.112 -0.035 -0.155
C -2.7415 -4.3831 0.3419 0.067 0.086 0.042
C 4.0948 -1.5851 2.4004 0.749 -0.339 0.001
C -0.2376 -0.3209 -5.1102 0.064 0.099 -0.020
C -2.4788 -3.3891 1.2750 -0.013 -0.178 -0.190
C 0.9695 1.5567 -4.2157 -0.021 -0.049 -0.032
C -0.1405 0.0253 -2.7336 -0.366 -0.399 0.016
C -0.5801 -0.7157 -3.8245 -0.092 -0.032 -0.047
H -3.6802 3.9877 1.1714 -0.009 -0.001 0.002
H 1.5708 2.4427 -4.3668 0.001 0.012 0.008
H -2.7726 -3.5208 2.3066 0.016 0.041 0.028
H -1.3572 3.6833 1.9537 0.008 -0.010 0.011
H -1.4070 -2.9555 -2.4046 0.018 -0.020 0.081
H 2.5401 -2.7217 2.0399 -0.351 -0.028 -0.147
H -2.5555 -4.9915 -1.7090 0.004 0.010 -0.021
H 4.5444 -0.6875 1.9897 -0.212 0.103 -0.119
H 3.8285 -1.4399 3.4434 -0.175 0.060 0.052
H 4.8406 -2.3758 2.3387 -0.096 -0.063 -0.039
H 0.8033 1.1186 -6.3092 0.002 0.003 -0.004
H -1.1984 -1.5927 -3.7008 0.015 0.076 0.008
H -4.6434 2.4173 -0.4793 -0.006 -0.008 -0.005
H 2.5825 0.5836 4.3322 -0.106 -0.110 -0.008
H 0.9676 1.7511 -2.0854 -0.009 -0.010 0.007
H 0.0001 1.8242 1.0973 -0.229 -0.091 -0.010
H 1.9941 2.3520 0.5753 0.067 -0.071 -0.021
H 2.9513 4.2500 2.3096 -0.014 0.010 -0.019
H -3.2444 -5.2914 0.6465 -0.012 -0.004 -0.007
H 3.2452 2.9941 4.5130 -0.020 0.011 0.036
H -0.5797 -0.8968 -5.9590 -0.010 -0.019 0.009
H -1.6255 -1.4599 1.6294 0.155 -0.027 0.053
H -3.2915 0.5516 -1.3422 -0.023 -0.002 0.015
```
Forces are in eV/Å.

These are the natural (NBO) partial charges, in e, on atoms 1 to 5: 1.9667 1.8850 -1.4058 -0.7419 -1.2300

Entry 4:
A structure of composition C22H23Br2N4OS2Ta. Source: the OMol25 dataset; level of theory: ωB97M-V/def2-TZVPD.

Values from the calculation:
Charge: +4
Largest force on an atom: 0.80 eV/Å
HOMO level: -19.5 eV
Frontier orbital gap: 5.14 eV

Structure (XYZ):
```
55
Properties=species:S:1:pos:R:3:forces:R:3
Ta 0.9278 -0.8870 0.7046 -0.076 0.190 0.155
Br 3.3085 0.6433 -0.0858 -0.061 -0.136 -0.042
Br 3.3381 -1.4266 2.1954 -0.104 0.026 -0.003
S 0.0984 -1.1109 -2.5598 0.487 0.008 0.087
S 0.7717 -3.1847 0.3562 -0.005 0.140 0.018
O 0.8059 -0.6316 -1.1603 0.018 -0.152 -0.788
N 0.5971 0.7888 2.0513 -0.126 0.010 0.240
N 0.3858 -3.0391 3.0290 -0.023 0.077 -0.169
N 0.5914 -5.1471 2.1392 -0.035 -0.026 0.064
N 0.4010 -1.7211 2.6956 -0.033 -0.133 0.462
C -2.8840 -2.2389 1.4525 0.005 -0.002 0.079
C 0.5626 -3.8370 2.0178 0.010 -0.078 -0.041
C 0.2638 0.5204 3.3527 0.059 0.008 0.049
C -3.1155 -2.8613 0.2328 -0.027 0.013 0.077
C 0.6318 2.0807 1.6560 -0.033 0.050 0.062
C -0.6030 1.8852 -4.6245 -0.037 0.015 0.131
C -2.6535 -2.2914 -0.9581 0.087 0.182 -0.125
C -0.3540 4.0899 -3.6957 0.001 -0.028 0.013
C 0.6383 3.6251 -2.8348 -0.053 0.029 -0.070
C 0.8104 -0.0107 -3.8393 -0.059 0.134 0.018
C -1.5106 -0.4353 -2.1992 -0.091 0.023 -0.032
C 0.3466 3.1240 2.5175 0.039 -0.044 -0.048
C 4.4891 -0.2861 1.1386 0.150 0.062 0.039
C 1.0105 2.2922 -2.8692 -0.071 -0.071 0.010
C -1.9341 -1.1163 -0.9284 -0.224 -0.113 -0.220
C 0.0192 2.8462 3.8393 -0.005 -0.032 0.005
C -0.0196 1.5179 4.2649 0.068 -0.040 -0.111
C 0.2256 -0.8914 3.6747 0.021 -0.009 -0.103
C -0.9707 3.2240 -4.5893 0.047 0.024 0.024
C -1.5894 -0.5122 0.3158 0.032 -0.221 0.149
C 0.3830 1.4148 -3.7594 0.091 -0.032 -0.053
C -2.1630 -1.0588 1.4886 -0.071 -0.049 0.189
H 4.9798 0.4339 1.7880 -0.026 -0.036 -0.023
H 0.4697 -5.5655 3.0562 0.013 0.000 -0.022
H -0.2673 1.2661 5.2880 -0.012 -0.019 0.019
H -2.1421 -0.6528 -3.0672 -0.040 -0.117 0.112
H 0.4563 -0.5377 -4.7351 0.011 0.062 -0.068
H 5.1748 -0.9026 0.5645 -0.021 0.027 0.017
H -3.3252 -2.6376 2.3567 0.017 -0.005 0.011
H -1.0676 1.2220 -5.3443 0.010 -0.025 -0.041
H 0.3925 4.1415 2.1530 -0.013 0.004 0.000
H 0.8953 2.2785 0.6239 -0.017 0.003 -0.049
H 0.7417 -5.7677 1.3566 0.010 0.003 0.014
H 1.8880 -0.1846 -3.7713 -0.005 -0.069 0.061
H -3.7087 -3.7668 0.1923 -0.014 -0.015 0.002
H -1.3726 0.5489 0.3029 -0.006 0.288 0.004
H 0.0534 -1.2622 4.6814 -0.006 0.005 -0.020
H 1.8352 1.9432 -2.2539 0.037 0.002 -0.047
H -2.9163 -2.7528 -1.9022 -0.002 0.001 -0.026
H -2.0973 -0.5159 2.4213 0.049 0.030 0.001
H -0.2059 3.6483 4.5323 0.012 0.002 -0.002
H -1.3983 0.6490 -2.1157 0.016 -0.011 -0.020
H 1.1490 4.3190 -2.1812 0.014 0.026 0.013
H -1.7183 3.5937 -5.2776 -0.009 0.012 -0.001
H -0.6255 5.1369 -3.6874 -0.002 0.007 -0.005
```
Forces are in eV/Å.

These are the natural (NBO) partial charges, in e, on atoms 1 to 5: 1.7105 0.2959 0.3548 1.2482 0.0720